Entry 1:
ORCA calculation (ωB97M-V/def2-TZVPD) on a cluster of 6 separate species, C7H26O6 in total in a non-equilibrium geometry.

Element x y z (Å)
H (10.11, -12.38, 1.55)
H (12.28, -14.46, -4.63)
H (10.61, -13.11, -3.75)
C (11.10, -16.45, -1.83)
H (12.76, -19.60, -1.74)
H (8.10, -19.90, -3.61)
H (9.24, -13.88, 1.88)
H (11.41, -20.04, -0.68)
C (11.30, -14.37, -5.11)
C (9.34, -13.04, 1.18)
H (10.64, -14.24, -7.20)
H (6.98, -14.03, -3.38)
H (8.37, -12.53, 1.13)
H (12.04, -15.22, -6.93)
H (7.62, -15.68, -3.49)
H (13.42, -20.41, 0.41)
H (11.09, -16.36, -0.74)
H (8.74, -14.33, -3.32)
H (11.88, -17.14, -2.15)
O (7.71, -14.89, -1.60)
C (9.05, -20.23, -3.15)
H (8.87, -20.18, -2.06)
O (9.82, -16.85, -2.29)
C (12.29, -20.42, -1.19)
H (9.94, -18.51, -3.30)
C (11.55, -14.31, -6.58)
C (7.76, -14.70, -3.03)
O (10.13, -19.42, -3.55)
H (9.25, -21.25, -3.46)
O (13.20, -21.04, -0.28)
H (9.17, -16.39, -1.74)
O (9.71, -13.50, -0.12)
H (11.39, -15.46, -2.21)
O (10.60, -13.22, -4.70)
H (12.18, -13.46, -6.86)
H (11.99, -21.17, -1.91)
H (10.73, -15.29, -4.89)
H (6.83, -15.20, -1.38)
H (9.06, -14.16, -0.41)

HOMO-LUMO gap ... 10.15 eV
Calculated total energy ... -19963.27805 eV
Relative energy (zero: lowest compared OMol25 entry of this formula, charge and spin) ... 31.7 kcal per mole
SMILES string ... CCO.CO.CO.CO.CO.CO



Entry 2:
ORCA calculation (ωB97M-V/def2-TZVPD) on a cluster of 6 separate species, C7H27NO7 in total in a non-equilibrium geometry.

Element x y z (Å)
H (40.40, -22.03, 8.23)
H (41.91, -22.55, 7.49)
H (39.48, -26.47, 7.67)
H (37.80, -25.88, 7.88)
O (39.78, -23.72, 1.56)
H (39.54, -25.25, 0.21)
H (42.95, -25.73, 3.86)
C (38.19, -26.60, 5.24)
H (37.15, -26.79, 5.49)
H (39.51, -24.58, 9.12)
O (39.64, -22.31, 4.83)
O (40.40, -23.92, 7.40)
H (41.36, -23.25, 9.09)
H (38.85, -26.84, 1.33)
O (43.00, -21.27, 4.93)
H (39.06, -22.76, 4.20)
H (39.66, -25.29, 5.62)
H (37.10, -26.39, 1.26)
H (38.45, -23.63, 7.93)
O (37.64, -27.25, 3.02)
H (44.17, -25.78, 4.78)
O (43.65, -26.32, 4.18)
N (38.73, -25.46, 5.99)
C (41.08, -22.89, 8.10)
C (39.25, -24.37, 8.07)
H (37.82, -25.29, 3.61)
H (41.20, -23.58, 4.51)
O (41.57, -24.27, 3.94)
C (39.85, -24.20, 0.22)
H (40.85, -24.07, -0.19)
H (42.16, -21.02, 5.33)
H (38.70, -27.55, 5.45)
C (38.77, -25.66, 7.43)
H (38.97, -23.21, 1.68)
C (38.33, -26.25, 3.77)
H (41.17, -24.13, 3.07)
H (39.35, -22.65, 5.70)
H (39.15, -23.66, -0.42)
H (42.79, -21.42, 4.01)
H (39.37, -26.22, 3.43)
H (37.62, -28.09, 1.18)
C (37.84, -27.12, 1.62)

HOMO-LUMO gap ... 9.30 eV
Calculated total energy ... -23518.06587 eV
Relative energy (zero: lowest compared OMol25 entry of this formula, charge and spin) ... 6.6 kcal per mole
SMILES string ... COCCNCCOC.CO.O.O.O.O



Entry 3:
ORCA calculation (ωB97M-V/def2-TZVPD) on a structure of composition C7H28B2N2O4V in a non-equilibrium geometry.

Element x y z (Å)
H (-0.07, -3.55, -4.57)
H (2.86, -1.61, -11.54)
H (3.35, -6.03, -4.98)
H (3.60, -3.45, -6.63)
H (5.01, -3.72, -9.54)
H (4.18, -4.52, -5.49)
H (0.60, -2.06, -8.68)
B (4.24, -3.23, -8.96)
H (-1.11, -3.06, -9.70)
H (3.80, -2.91, -11.12)
H (4.37, -2.17, -8.85)
H (4.26, -2.20, -5.59)
H (3.29, -3.46, -9.40)
H (2.60, -2.08, -6.28)
H (0.08, -4.41, -11.83)
H (2.68, -5.07, -6.22)
H (-0.30, -2.79, -12.21)
H (0.60, -3.42, -6.32)
H (1.87, -2.19, -3.92)
H (1.24, -5.14, -9.51)
H (2.25, -3.23, -11.93)
C (0.55, -3.03, -5.30)
C (-0.15, -3.38, -10.09)
B (3.62, -2.39, -6.44)
C (2.75, -2.63, -11.17)
H (-0.30, -5.47, -10.15)
C (0.23, -4.74, -9.54)
V (3.05, -2.73, -8.09)
N (1.95, -2.81, -4.72)
H (4.03, -1.90, -7.31)
H (2.58, -2.37, -5.37)
H (0.12, -2.03, -5.36)
O (2.48, -4.47, -3.07)
C (3.22, -4.99, -5.27)
O (2.14, -3.98, -7.87)
H (0.54, -1.33, -10.30)
C (0.80, -2.22, -9.74)
O (2.18, -2.64, -9.81)
O (2.17, -1.42, -8.05)
H (4.23, -3.67, -7.97)
H (-1.40, -3.87, -11.79)
H (-0.14, -4.91, -8.54)
N (-0.45, -3.59, -11.60)
C (2.56, -4.14, -4.25)

Total charge ... +1
HOMO-LUMO gap ... 7.70 eV
Calculated total energy ... -45898.03805 eV



Entry 4:
ORCA calculation (ωB97M-V/def2-TZVPD) on a structure of composition C7H28BaFO7 in a non-equilibrium geometry.

Element x y z (Å)
H (1.31, -3.45, 10.53)
H (5.41, -0.27, 16.17)
H (0.18, -2.41, 15.93)
H (-0.52, -2.88, 14.37)
H (6.20, -2.17, 14.85)
C (6.49, 1.46, 11.68)
O (3.88, -3.99, 12.80)
F (2.74, 1.13, 13.68)
H (5.47, -2.27, 9.54)
Ba (3.60, -1.19, 12.47)
O (5.41, -1.65, 14.71)
H (4.87, -4.58, 14.47)
H (3.14, -4.06, 14.82)
H (3.10, 1.39, 8.99)
C (2.32, 0.71, 9.35)
H (3.57, -5.65, 14.08)
H (1.67, 0.32, 8.56)
H (6.02, 2.08, 10.92)
H (1.18, -1.14, 14.35)
O (3.16, -0.24, 9.89)
O (5.42, 0.99, 12.47)
H (3.85, -4.70, 12.16)
C (4.77, -1.11, 15.90)
H (7.37, -1.92, 10.51)
H (-0.33, -1.82, 11.58)
H (4.74, -1.76, 16.78)
H (7.27, 2.02, 12.20)
C (3.82, -4.59, 14.15)
O (5.35, -2.45, 10.47)
H (6.96, 0.60, 11.21)
H (3.77, -0.77, 15.62)
C (6.71, -2.75, 10.76)
H (5.08, 1.80, 12.85)
H (0.68, -0.76, 10.52)
H (-0.07, -2.09, 9.91)
C (0.40, -2.83, 14.95)
O (1.57, -2.62, 10.94)
H (3.81, -0.56, 9.25)
H (0.62, -3.88, 15.15)
H (6.98, -3.61, 10.14)
H (6.96, -3.11, 11.76)
O (1.46, -2.06, 14.33)
H (1.82, 1.42, 10.01)
C (0.44, -1.78, 10.82)

2S+1 ... 2
HOMO-LUMO gap (alpha / beta) ... 2.55 / 9.48 eV
Calculated total energy ... -25453.51948 eV



Entry 5:
ORCA calculation (ωB97M-V/def2-TZVPD) on a cluster of 7 separate species, C7H28N12O7 in total in a non-equilibrium geometry.

Element x y z (Å)
N (-1.74, 7.90, 1.78)
H (-0.59, -5.44, -1.70)
C (0.77, -1.99, 1.05)
N (-4.89, 0.39, 5.66)
C (-1.55, -7.07, -1.34)
C (-4.24, 0.45, 4.53)
N (4.94, -5.89, -3.24)
O (6.59, -7.32, -3.46)
O (0.13, 7.22, 0.78)
C (5.79, -6.80, -2.74)
N (4.09, 4.34, -3.34)
H (-0.63, -7.40, -0.88)
N (-5.02, 0.37, 3.49)
H (0.10, -3.52, 2.21)
C (3.70, 3.33, -2.58)
H (-4.64, 0.62, 2.59)
H (-1.94, 3.12, -2.31)
C (-0.76, 7.01, 1.57)
H (-1.73, 5.84, 2.79)
N (5.69, -6.87, -1.44)
O (1.36, -2.78, 0.26)
H (-2.04, 1.22, -1.51)
H (0.19, -0.26, 1.79)
N (-2.92, 3.24, -2.09)
O (-4.87, 2.20, -1.49)
O (2.57, 2.88, -2.49)
H (6.35, -7.36, -0.85)
H (-5.96, 0.60, 3.78)
H (4.74, -5.79, -4.23)
N (4.69, 3.00, -1.81)
H (4.51, 2.40, -1.02)
H (-0.23, -1.82, 2.65)
C (-3.68, 2.21, -1.73)
O (-3.07, 0.50, 4.39)
H (5.01, -6.29, -0.97)
H (-1.62, 8.85, 1.46)
H (-0.30, 5.12, 2.03)
H (5.54, 3.55, -1.81)
H (4.47, -5.23, -2.63)
H (-3.55, 0.24, -1.65)
N (0.20, -2.53, 2.07)
H (-3.29, 4.15, -1.86)
N (-3.00, 1.08, -1.77)
H (-2.23, -6.58, -0.65)
O (-1.21, -6.01, -2.16)
H (-5.89, 0.24, 5.71)
H (4.99, 4.79, -3.32)
H (-4.31, 0.32, 6.48)
H (1.04, -0.17, 0.21)
H (-2.54, 7.62, 2.35)
H (3.27, 4.84, -3.66)
N (0.68, -0.68, 1.00)
N (-0.93, 5.90, 2.18)
H (-2.04, -7.77, -2.02)

HOMO-LUMO gap ... 9.38 eV
Calculated total energy ... -39929.14413 eV
Relative energy (zero: lowest compared OMol25 entry of this formula, charge and spin) ... 92.1 kcal per mole
SMILES string ... NC(N)=O.NC(N)=O.NC(N)=O.NC(N)=O.NC(N)=O.NC(N)=O.CO



Entry 6:
ORCA calculation (ωB97M-V/def2-TZVPD) on a cluster of 9 separate species, C7H28O9 in total in a non-equilibrium geometry.

Element x y z (Å)
H (-3.75, -0.23, -0.20)
H (-1.80, 2.01, 1.84)
C (-2.36, -0.75, -1.90)
H (-3.47, 0.98, -1.28)
H (-4.50, -0.21, -1.88)
O (-0.85, 0.25, 3.20)
C (1.05, -0.17, -0.12)
H (-1.41, -1.45, -0.10)
C (-3.61, -0.12, -1.27)
H (-2.11, -3.12, 2.48)
O (0.70, -2.26, 0.90)
H (0.03, 0.57, -1.88)
O (-1.58, 3.59, -0.56)
O (-1.53, 2.77, 2.37)
H (-2.61, -1.81, -2.05)
H (-2.25, -0.24, -2.85)
H (-1.13, 3.62, 0.29)
H (1.08, 2.59, -3.31)
H (0.28, -2.44, 0.05)
O (2.98, -0.25, -2.51)
C (1.41, -1.10, 0.77)
O (1.28, 2.29, 1.70)
H (-0.41, 0.34, 4.05)
H (3.48, -0.41, -1.71)
H (-1.91, 2.66, 3.25)
H (1.77, 0.61, -0.27)
C (-0.07, -0.12, -1.05)
O (-1.54, -2.35, 2.41)
H (2.22, -3.37, -1.73)
C (-1.21, -0.82, -0.95)
H (2.55, 0.61, -2.34)
H (-0.91, -0.72, 3.11)
H (-0.65, -2.58, 2.09)
H (3.30, -1.80, 1.31)
C (2.59, -1.05, 1.67)
H (1.15, 1.43, -4.26)
H (1.05, 1.85, 0.88)
O (1.33, -3.03, -1.65)
H (1.28, -2.33, -2.32)
H (2.23, -1.25, 2.67)
H (0.47, 2.29, 2.22)
O (1.56, 1.77, -3.46)
H (-2.47, 3.91, -0.52)
H (3.15, -0.12, 1.75)

HOMO-LUMO gap ... 8.36 eV
Calculated total energy ... -26139.99232 eV
Relative energy (zero: lowest compared OMol25 entry of this formula, charge and spin) ... 33.6 kcal per mole
SMILES string ... CC/C=C/C=C(/C)O.O.O.O.O.O.O.O.O



Entry 7:
ORCA calculation (ωB97M-V/def2-TZVPD) on a cluster of 10 separate species, C7H30O10 in total in a non-equilibrium geometry.

Element x y z (Å)
H (0.70, -1.69, -3.19)
H (-0.49, -1.47, 0.46)
H (-2.00, 3.71, 0.22)
H (-2.47, -1.66, -3.35)
H (3.97, -1.65, 1.82)
H (3.33, -2.99, -0.32)
O (-2.37, -2.66, -3.01)
H (-0.66, 1.24, -1.02)
H (2.18, 1.87, -1.69)
H (4.09, 0.32, 0.77)
O (2.06, 1.49, -2.62)
H (-2.82, -1.36, 3.41)
C (3.22, 0.16, 1.33)
H (-2.90, -2.24, 1.55)
O (-0.41, 2.98, 1.32)
C (-2.60, -1.17, 1.52)
H (1.34, 3.92, -0.87)
H (-0.19, -2.42, -3.70)
O (-0.06, 0.53, -0.78)
H (-3.27, 2.85, -0.16)
H (-0.35, -0.18, -1.36)
H (1.80, 2.42, -2.98)
H (-1.71, 2.90, -2.00)
H (2.49, 0.92, 0.90)
C (1.97, -1.61, 2.74)
H (-0.62, -1.97, 3.48)
O (0.98, 4.15, -1.71)
H (1.79, -1.13, 3.73)
H (-1.82, -2.50, -2.30)
O (-1.51, 3.52, -2.56)
C (3.18, -1.00, 2.07)
H (-0.68, -0.15, 1.47)
O (-2.45, 2.83, 0.26)
O (-0.27, -1.68, -3.14)
C (0.98, -2.18, 2.05)
H (-2.84, -0.58, 0.68)
O (-3.08, -0.61, 2.82)
H (1.07, -2.67, 1.13)
H (-0.60, 3.51, 2.10)
H (0.11, 4.06, -1.63)
H (-0.47, 2.06, 1.60)
O (2.44, -3.40, -0.56)
H (2.35, -3.55, -1.54)
C (-0.49, -2.08, 2.38)
C (-1.07, -1.15, 1.47)
H (-1.05, -3.05, 2.22)
H (-0.77, 3.36, -3.02)

HOMO-LUMO gap ... 9.03 eV
Calculated total energy ... -28214.37697 eV
Relative energy (zero: lowest compared OMol25 entry of this formula, charge and spin) ... 173.4 kcal per mole
SMILES string ... C=C/C=C/CCCO.O.O.O.O.O.O.O.O.O



Entry 8:
ORCA calculation (ωB97M-V/def2-TZVPD) on a cluster of 6 separate species, C7H31BN2O3 in total in a non-equilibrium geometry.

Element x y z (Å)
H (-3.96, 3.85, 2.29)
H (-3.67, -2.74, 4.16)
H (5.75, 5.70, 0.79)
H (0.30, -5.18, -5.08)
C (-1.66, -3.62, -3.61)
C (4.11, 5.05, -0.56)
H (0.66, -0.87, 0.04)
O (-3.87, 1.85, 1.99)
H (1.24, 0.38, 1.06)
H (-5.29, -3.07, 3.76)
H (5.32, 6.90, -0.45)
H (-0.44, 0.13, 0.71)
O (3.67, 3.99, 0.38)
H (0.60, -4.76, 3.78)
H (-0.63, -4.68, 2.44)
H (4.32, 6.58, 0.97)
H (4.48, 3.75, 0.85)
H (-4.94, -2.25, 5.13)
H (-1.49, -4.69, -3.52)
N (-4.63, -2.43, 4.19)
H (-0.40, -3.30, 3.47)
H (-0.59, -4.23, -6.18)
B (-0.35, -4.38, 3.44)
H (-2.58, -3.39, -4.15)
C (2.90, 5.63, -1.22)
C (-3.78, 2.93, 2.85)
H (2.98, 6.49, -1.89)
O (0.59, -2.96, -3.29)
H (-2.85, 3.03, 3.41)
N (0.49, -0.25, 0.81)
C (4.93, 6.11, 0.20)
C (-0.36, -3.14, -4.30)
H (0.40, -0.99, 1.49)
H (-4.64, -1.57, 3.65)
H (-4.62, 3.01, 3.54)
C (0.15, -4.14, -5.39)
H (4.86, 4.57, -1.19)
H (2.45, 4.83, -1.80)
H (0.76, -3.87, -3.03)
H (-0.46, -2.22, -4.87)
H (-1.10, -4.73, 4.13)
H (2.15, 5.76, -0.44)
H (-1.83, -3.23, -2.61)
H (1.04, -3.85, -5.95)

HOMO-LUMO gap ... 4.16 eV
Calculated total energy ... -17550.68954 eV



Entry 9:
ORCA calculation (ωB97M-V/def2-TZVPD) on a structure of composition C7H31HgO12 in a non-equilibrium geometry.

Element x y z (Å)
C (6.16, 2.26, -5.04)
H (4.18, 1.68, -3.83)
H (0.96, -1.49, 2.04)
H (-4.13, 6.43, 3.34)
O (-4.07, 3.85, 1.94)
C (0.64, -0.90, 1.18)
O (-4.11, 6.79, 1.24)
C (0.11, -6.24, 5.86)
H (0.03, -0.11, 1.63)
H (-4.32, 2.92, 1.97)
H (-0.33, -7.02, 2.76)
Hg (-1.95, -4.60, -2.26)
H (-5.04, -1.89, 0.37)
H (4.43, 1.51, -6.05)
H (1.47, -0.35, 0.74)
H (1.37, -1.99, -4.67)
O (0.73, -2.53, -5.13)
H (-2.19, 1.15, -2.54)
O (-4.91, -1.44, 1.21)
H (3.62, -3.26, -1.29)
H (4.68, -2.80, -2.26)
H (-1.88, -6.30, 5.84)
C (5.16, 1.16, -5.32)
H (6.69, 2.55, -5.95)
H (-3.97, -1.46, 1.35)
O (4.48, -3.50, -1.65)
H (-0.01, 4.52, 1.15)
O (0.19, -7.21, 3.54)
H (-5.66, 4.31, 3.16)
O (4.36, 0.81, -4.19)
O (-0.07, -1.59, 0.18)
O (-2.52, 1.49, -3.37)
H (1.34, -5.56, 4.19)
H (0.27, -5.31, 6.41)
O (-0.10, 5.47, 1.14)
H (-3.89, 7.71, 1.44)
H (5.51, 0.27, -5.83)
H (-5.62, 6.82, 2.65)
C (-5.15, 4.74, 2.30)
H (4.94, 3.74, -5.25)
O (5.57, 3.42, -4.60)
O (-1.15, -6.78, 6.26)
H (-5.90, 4.56, 1.53)
H (0.96, -6.85, 6.17)
C (-4.71, 6.25, 2.44)
H (-2.96, 0.74, -3.78)
H (0.89, -2.34, -6.06)
H (-1.04, 5.63, 1.08)
C (0.36, -6.01, 4.31)
H (6.94, 2.00, -4.33)
H (-0.36, -5.26, 3.98)

Total charge ... +1
HOMO-LUMO gap ... 1.77 eV
Calculated total energy ... -36489.21186 eV



Entry 10:
ORCA calculation (ωB97M-V/def2-TZVPD) on a cluster of 10 separate species, C7H32NO9 in total in a non-equilibrium geometry.

Element x y z (Å)
H (0.58, 0.33, -3.33)
C (1.10, -1.09, 0.36)
H (-2.53, 3.31, 0.38)
H (-2.18, -1.53, 2.42)
H (1.75, -1.36, 1.12)
H (1.41, -3.36, -1.46)
H (-1.34, -3.50, 1.08)
H (-0.16, -0.22, -4.53)
H (2.56, -0.33, 3.66)
H (-2.98, -0.12, 0.94)
H (-0.06, -4.16, -0.96)
C (0.32, -2.34, 0.06)
H (2.27, 1.07, 1.18)
O (3.47, -0.92, -1.19)
H (-1.22, 2.26, -2.81)
H (-1.08, 3.15, 0.24)
H (-2.89, 2.12, 2.91)
O (2.26, 0.64, -3.01)
H (2.99, 0.04, -2.82)
H (-2.98, -1.32, -0.18)
H (-1.82, 0.07, -0.03)
O (-2.32, -0.49, -2.13)
H (-0.76, -0.59, 1.97)
C (-0.74, -2.59, 1.13)
O (-0.70, 2.37, -1.93)
H (1.86, 0.81, -2.15)
H (3.21, 0.61, 2.75)
H (-2.89, -0.71, -2.86)
H (0.96, 2.03, 0.70)
O (-0.08, 1.23, 3.16)
H (4.21, -1.56, -1.28)
C (-1.49, -1.34, 1.55)
H (2.72, -1.52, -1.08)
N (-2.32, -0.75, 0.44)
H (0.22, 0.38, -0.93)
O (-3.22, 1.39, 2.35)
H (-0.18, -2.69, 2.18)
O (-0.31, 0.33, -3.76)
C (0.98, 0.14, -0.15)
H (0.02, 2.84, -2.33)
C (0.55, -3.29, -0.86)
O (2.40, 0.12, 2.82)
C (1.71, 1.32, 0.35)
H (-2.66, 1.57, 1.54)
H (-0.24, 1.91, 3.79)
H (0.81, 0.96, 2.86)
H (2.46, 1.79, -0.31)
O (-1.87, 2.72, 0.69)
H (-1.79, 0.29, -2.50)

Total charge ... +1
HOMO-LUMO gap ... 10.07 eV
Calculated total energy ... -27687.61936 eV
Relative energy (zero: lowest compared OMol25 entry of this formula, charge and spin) ... 74.8 kcal per mole